No. 1
DFT (the ωB97M-V functional and the def2-TZVPD basis) results for C3H3ClO2 as an isolated structure.

**HOMO-LUMO gap**: 9.20 eV
**Energy relative to the best compared isomer or geometry (same formula, charge and spin)**: 32.59 kcal per mole
**Multiplicity**: 1
**E**: -726.7280 a.u.
**Highest occupied orbital energy**: -8.9 eV
**Charge**: 0

Positions of all 9 atoms, in Å:
C 1.063 0.396 1.291
C 2.903 -0.312 0.774
C 0.278 0.299 0.051
O 1.002 0.774 2.411
O 3.153 -1.072 -0.106
Cl 3.882 0.309 2.066
H -0.320 -0.578 0.340
H 0.888 0.029 -0.804
H -0.306 1.163 -0.229

No. 2
DFT (the ωB97M-V functional and the def2-TZVPD basis) results for one molecule with the formula C2H2O2S2.

**Structure (SMILES)**: O=C(S)C(=O)S
**HOMO-LUMO gap**: 9.33 eV
**Energy relative to the best compared isomer or geometry (same formula, charge and spin)**: 4.71 kcal per mole
**Multiplicity**: 1
**E**: -1024.2551 a.u.
**Highest occupied orbital energy**: -10.3 eV
**Charge**: 0

Positions of all 8 atoms, in Å:
C -0.102 0.539 -0.524
C -0.033 -0.501 0.556
H -0.696 -1.311 -1.806
H 1.017 1.169 1.653
O 0.224 1.705 -0.242
O -0.502 -1.612 0.419
S -0.517 -0.008 -2.155
S 0.609 0.019 2.099